1.
Here is a 5-piece molecular cluster, C30H74F3N7O2P overall at a distorted geometry from the OMol25 dataset. Energies are from ωB97M-V/def2-TZVPD.

```
! RIJCOSX wB97M-V def2-TZVPD def2/J DEFGRID3
* xyz 1 1
P -1.184 4.611 0.643
F -2.284 4.031 5.548
F -1.640 5.717 4.351
F -1.000 3.721 3.840
O -1.665 3.065 0.888
O -4.289 2.018 -0.763
N 8.475 -3.173 2.878
N -2.424 5.418 1.641
N 1.273 -0.247 1.476
N -4.684 4.618 1.815
N -3.204 4.254 3.539
N -3.425 5.979 -5.501
N -0.297 -6.056 -0.397
C 0.482 -0.060 2.680
C 0.166 -1.291 3.539
C -2.231 -4.800 -1.514
C -3.446 5.498 -4.139
C -0.673 -0.865 0.090
C 1.308 -4.427 -1.330
C -1.829 4.862 -1.039
C 9.911 -3.242 3.083
C -0.693 -7.450 -0.294
C 7.371 -4.217 4.940
C -4.740 4.852 -3.617
C -2.000 4.436 4.329
C -4.165 7.204 -5.761
C 10.494 -4.516 3.706
C 0.740 -1.210 0.526
C -1.435 -8.081 -1.477
C -5.050 3.923 0.563
C 2.711 -0.361 1.666
C -1.362 -5.077 -0.280
C 7.665 -2.989 4.069
C 7.976 -4.152 1.930
C -3.230 5.385 -7.900
C -3.584 4.928 -6.493
C -5.685 7.104 -5.935
C 0.672 -5.803 -1.448
C 3.259 -1.661 2.263
C 6.554 -3.859 1.477
C -4.723 2.419 0.527
C -3.423 4.732 2.310
C -5.957 1.588 0.874
H 0.759 -2.242 0.909
H -0.915 -4.128 0.036
H 4.344 -1.681 2.154
H -1.627 -4.639 -2.408
H -3.945 6.109 -8.289
H 8.019 -5.183 2.315
H 3.042 0.483 2.277
H 6.709 -2.555 3.764
H -2.930 -5.609 -1.719
H 8.143 -2.218 4.679
H 10.383 -3.092 2.107
H 10.265 -4.596 4.768
H -6.135 4.036 0.490
H -6.646 1.590 0.031
H -3.937 2.172 1.251
H -3.232 4.530 -8.576
H 0.248 -5.912 -2.459
H 2.864 -2.543 1.756
H -3.936 7.909 -4.958
H -5.658 0.563 1.101
H 1.713 -4.277 -0.328
H -0.612 -1.044 4.264
H 2.124 -4.326 -2.047
H 8.633 -4.124 1.057
H -0.928 -7.893 -2.424
H -3.171 6.327 -3.479
H -4.599 4.502 -6.503
H 0.986 0.690 3.296
H 11.581 -4.504 3.610
H 10.208 -2.381 3.687
H 5.831 -3.998 2.283
H -3.941 3.741 4.007
H 1.454 -6.561 -1.360
H 7.030 -5.066 4.345
H -2.638 4.763 -4.044
H -4.014 2.771 -1.294
H 1.383 -1.200 -0.357
H -2.821 -3.896 -1.350
H 3.176 -0.212 0.686
H -2.001 -5.379 0.553
H 6.273 -4.535 0.668
H 6.578 -3.978 5.652
H 0.218 -8.030 -0.112
H -0.861 2.533 1.005
H -2.237 5.834 -7.920
H -5.344 4.411 2.557
H 0.590 -3.631 -1.535
H -4.545 4.355 -2.660
H -1.002 -1.517 -0.721
H 8.238 -4.534 5.517
H -0.202 -2.123 2.937
H 3.042 -1.747 3.327
H -5.123 4.096 -4.301
H -3.749 7.661 -6.662
H -5.964 6.307 -6.625
H -2.460 -7.721 -1.558
H -2.911 4.113 -6.212
H -0.703 0.167 -0.268
H 10.132 -5.416 3.208
H -1.393 -0.974 0.903
H -5.524 5.588 -3.443
H -1.346 5.718 -1.504
H -2.909 4.978 -1.030
H -6.454 1.993 1.761
H 6.470 -2.835 1.110
H -1.996 6.123 2.228
H -4.657 4.465 -0.294
H -6.066 8.039 -6.349
H -1.297 -7.564 0.610
H -1.483 -9.163 -1.341
H -0.473 0.397 2.393
H 1.033 -1.635 4.100
H -6.203 6.936 -4.992
H -1.615 3.936 -1.581
*
```

Values from the calculation:
energy: -2361.90602 a.u.
largest force on an atom: 1.408 eV Å⁻¹
Kohn-Sham gap: 5.03 eV

***

2.
Here is C19H29N3O3 in the gas phase from the OMol25 dataset. Energies are from ωB97M-V/def2-TZVPD.

```
! RIJCOSX wB97M-V def2-TZVPD def2/J DEFGRID3
* xyz 0 1
O 2.631 2.743 3.319
O -2.088 1.607 -0.256
O -3.827 -0.151 -2.966
N 0.684 1.848 4.032
N -1.246 -1.054 -2.421
N 3.128 0.217 0.694
C 1.682 -0.232 2.347
C 1.537 1.269 -0.929
C 0.963 0.366 1.269
C 0.578 3.789 2.624
C 1.419 2.750 3.335
C -0.347 -2.201 -2.560
C 1.274 0.667 4.615
C 0.767 -1.755 -3.513
C -2.726 1.408 -1.498
C 2.988 -0.288 1.955
C -0.755 1.277 -0.129
C 0.279 -2.636 -1.225
C 1.129 -0.560 3.693
C -1.111 -3.369 -3.191
C -2.280 -1.127 -1.403
C 1.911 0.647 0.254
C 0.206 1.587 -1.106
C -0.379 0.676 1.060
C -3.309 -0.018 -1.666
H 0.752 -1.788 -0.733
H 3.838 -0.661 2.493
H 1.032 -3.401 -1.398
H 2.333 0.892 4.757
H -0.475 -3.045 -0.557
H 1.430 -2.585 -3.740
H -2.798 -2.083 -1.501
H 0.075 -0.831 3.607
H 1.227 4.547 2.197
H -1.901 -1.043 -0.374
H 2.265 1.511 -1.688
H -0.118 4.255 3.318
H 1.353 -0.957 -3.062
H -2.067 1.618 -2.345
H -0.314 1.837 3.889
H -4.149 -0.136 -0.972
H -0.421 -4.171 -3.443
H -3.080 -0.423 -3.520
H 1.668 -1.398 4.138
H 0.337 -1.389 -4.442
H -0.089 2.110 -2.004
H -1.135 0.461 1.800
H -1.610 -3.038 -4.098
H -3.553 2.122 -1.528
H 4.002 0.351 0.216
H 0.809 0.471 5.585
H -1.858 -3.768 -2.510
H -0.674 -0.232 -2.243
H 0.012 3.313 1.824
*
```

Values from the calculation:
energy: -1131.41729 a.u.
largest force on an atom: 0.670 eV Å⁻¹
SMILES string: CC(=O)NCCc1c[nH]c2ccc(OC[C@@H](O)CNC(C)(C)C)cc12
Kohn-Sham gap: 8.59 eV

***

3.
Here is a 4-piece molecular cluster, C3H13O3S overall at a distorted geometry from the OMol25 dataset. Energies are from ωB97M-V/def2-TZVPD.

```
! RIJCOSX wB97M-V def2-TZVPD def2/J DEFGRID3
* xyz -1 1
S 0.292 -0.939 2.117
O 1.623 -1.626 -3.523
O -2.999 0.636 -2.241
O 1.510 -0.204 5.098
C 0.222 1.721 0.093
C -0.479 -0.684 0.462
C 0.302 0.296 -0.416
H 0.641 1.795 1.092
H 0.732 -1.420 -3.215
H 0.000 0.163 -1.449
H -0.451 -1.660 0.001
H 2.120 -0.377 4.368
H -0.775 2.131 0.113
H 0.769 0.115 4.557
H -3.634 -0.067 -2.146
H -2.267 0.544 -1.624
H 1.308 -0.091 -0.470
H 0.705 2.335 -0.620
H 1.898 -2.259 -2.850
H -1.517 -0.408 0.652
*
```

Values from the calculation:
energy: -746.03466 a.u.
largest force on an atom: 1.495 eV Å⁻¹
Kohn-Sham gap: 6.05 eV

***

4.
Here is C14H5AsCl5F6NO11RuS3 as an isolated structure at a distorted geometry from the OMol25 dataset. Energies are from ωB97M-V/def2-TZVPD.

```
! RIJCOSX wB97M-V def2-TZVPD def2/J DEFGRID3
* xyz 0 1
Ru -0.028 -0.582 0.403
As 2.217 0.306 2.190
Cl 2.449 -0.146 -5.206
Cl -2.174 2.280 -1.844
Cl 0.240 1.536 -6.618
Cl -2.082 2.765 -4.942
Cl 2.307 -0.606 -2.123
S -2.336 0.277 2.085
S -1.152 -2.730 -1.587
S 0.005 -3.400 0.906
F 2.658 -3.301 0.421
F -1.491 -3.642 -3.974
F 0.568 -3.142 -3.516
F 2.078 -3.292 2.517
F -0.312 -4.950 -2.706
F 1.928 -5.098 1.345
O -1.198 -1.394 -2.093
O 1.482 -0.253 3.656
O 1.701 -0.920 1.016
O -1.355 -0.009 3.119
O -1.937 -0.476 0.755
O 0.014 0.797 -0.817
O -2.315 -3.376 -1.088
O -0.671 -4.619 1.166
O 0.735 1.229 1.525
O -0.398 -2.262 1.749
O -1.924 1.793 1.499
N 0.146 -2.775 -0.576
C -0.547 -3.686 -3.044
C 1.121 3.122 2.971
C 1.172 0.543 -4.290
C 0.088 0.892 -2.167
C -1.602 3.662 2.965
C -0.858 1.843 -4.171
C -0.737 4.481 3.673
C 0.254 2.295 2.271
C 1.809 -3.778 1.315
C 0.623 4.208 3.674
C 1.126 0.347 -2.912
C -1.104 2.579 2.265
C 0.181 1.291 -4.920
C -0.903 1.645 -2.797
H -1.123 5.330 4.219
H 1.306 4.844 4.219
H -2.666 3.853 2.932
H 0.518 -0.410 3.570
H 2.187 2.929 2.966
*
```

Values from the calculation:
energy: -7844.22982 a.u.
largest force on an atom: 1.520 eV Å⁻¹
Kohn-Sham gap: 6.38 eV

***

5.
Here is a 2-piece molecular cluster, C2H5NO4 overall at a distorted geometry from the OMol25 dataset. Energies are from ωB97M-V/def2-TZVPD.

```
! RIJCOSX wB97M-V def2-TZVPD def2/J DEFGRID3
* xyz 0 1
O -0.013 -0.328 -1.631
O 0.488 -2.151 0.278
O -1.526 0.529 1.489
O 0.684 0.268 0.915
N -0.463 -0.231 1.015
C -0.610 -1.464 0.675
C 0.269 0.820 -1.228
H -1.524 -1.974 0.554
H -0.329 1.530 -0.669
H 1.268 1.346 -1.254
H -1.083 1.256 1.908
H 1.268 -1.475 0.348
*
```

Values from the calculation:
energy: -434.74609 a.u.
largest force on an atom: 3.809 eV Å⁻¹
SMILES string: [O-]/[N+](O)=C\O.C=O
Kohn-Sham gap: 9.55 eV

***

6.
Here is a 2-piece molecular cluster, CH5OS overall at a distorted geometry from the OMol25 dataset. Energies are from ωB97M-V/def2-TZVPD.

```
! RIJCOSX wB97M-V def2-TZVPD def2/J DEFGRID3
* xyz -1 1
S -0.707 0.410 -0.037
O 2.169 -0.159 -1.530
C -0.950 -0.423 1.576
H 1.401 -0.627 -1.910
H -1.946 -0.850 1.717
H 1.730 0.061 -0.683
H -0.338 -1.305 1.369
H -0.722 0.113 2.485
*
```

Values from the calculation:
energy: -514.54653 a.u.
largest force on an atom: 1.695 eV Å⁻¹
Kohn-Sham gap: 6.90 eV